The following is a quantum chemistry calculation of a single C4H9ClS molecule in a non-equilibrium geometry, from OMol25.

Summary:
HOMO energy   -9.3 eV
Frontier orbital gap   10.12 eV
SMILES string   C[C@H](Cl)[C@@H](C)S
Largest force on an atom   4.1 eV Å⁻¹
ΔE to the lowest compared entry with this formula, charge and spin   99.8 kJ/mol
Total charge   0

Each line ends with the natural charge from an NBO analysis.
Cartesian coordinates (Å):
1 C 1.463 -0.911 0.151  -0.645
2 C 0.882 0.353 -0.351  -0.122
3 Cl 1.822 1.847 0.306  -0.125
4 C -0.580 0.646 -0.064  -0.349
5 C -1.546 -0.411 -0.574  -0.613
6 S -1.079 0.488 1.674  -0.034
7 H 2.191 -1.263 -0.541  0.221
8 H 0.726 -1.729 0.248  0.221
9 H 1.941 -0.782 1.015  0.232
10 H 0.965 0.431 -1.490  0.219
11 H -0.858 1.650 -0.433  0.231
12 H -1.343 -0.770 -1.509  0.203
13 H -1.327 -1.194 0.131  0.201
14 H -2.686 -0.024 -0.501  0.235
15 H -0.572 1.670 1.937  0.124